No. 1
Here is a structure of composition C28H31EuN6O2 from OMol25. Energies are from the ωB97M-V functional and the def2-TZVPD basis.

Last column: Mulliken charge in e.
Positions of all 68 atoms, in Å:
Eu1 10.6836 11.4968 9.1471  0.99
C1 7.7457 12.7203 11.4595  -1.03
C2 6.7662 12.1207 10.4609  -0.52
C3 7.0318 10.6405 10.2181  0.48
C4 5.9485 9.7350 10.4649  -1.15
C5 6.2129 8.3988 10.2947  -0.36
C6 7.4987 7.9372 9.8681  -1.05
C7 8.4521 8.9098 9.7074  0.05
N1 8.2375 10.2350 9.8395  0.62
N2 8.8578 13.5396 10.9865  0.95
C8 9.7871 13.8860 12.0798  -1.31
C9 10.4513 12.6550 12.5356  1.34
C10 10.8493 12.5799 13.8732  -1.80
C11 12.0046 11.7940 14.0062  -0.05
C12 12.4122 10.8890 13.0551  -0.91
C13 11.4008 10.5802 11.9794  0.09
N3 10.7920 11.8439 11.5753  0.07
C14 8.4397 14.7335 10.2196  -1.45
C15 8.4351 14.4972 8.7358  0.87
C16 7.6721 15.3712 7.9756  -0.91
C17 7.6562 15.2161 6.6197  -0.15
C18 8.4101 14.2341 6.0090  -0.93
C19 9.1751 13.4216 6.8431  0.12
N4 9.1898 13.5698 8.1671  -0.01
H1 8.2363 11.9690 12.0626  0.42
H2 7.0911 13.2967 12.1790  0.31
H3 6.8128 12.6708 9.5137  0.31
H4 5.7673 12.2027 10.9263  0.29
H5 4.9673 10.0541 10.7010  0.45
H6 5.4194 7.6689 10.4039  0.35
H7 7.7321 6.8818 9.7021  0.45
H8 9.4263 8.5865 9.4065  0.20
H9 9.3259 14.4169 12.9183  0.21
H10 10.5104 14.4884 11.6145  0.48
H11 10.6866 13.4502 14.5601  0.15
H12 12.7061 11.9505 14.8332  0.33
H13 13.3496 10.3544 13.1749  0.38
H14 10.5631 9.9668 12.3401  0.18
H15 9.2037 15.4878 10.4595  0.49
H16 7.4851 15.1597 10.5474  0.21
H17 7.1168 16.1992 8.4099  0.40
H18 6.9308 15.8211 6.0516  0.34
H19 8.3439 14.0616 4.9278  0.38
H20 9.8250 12.6437 6.3887  0.26
N5 10.5607 7.0982 7.6054  -0.31
C20 10.4219 7.3624 6.1711  -0.56
C21 10.8103 8.7717 5.7568  -0.83
C22 10.6403 9.9089 6.7137  0.88
O1 11.6860 10.1624 7.4244  -0.72
O2 9.5531 10.5177 6.8329  -0.72
H21 11.2143 7.7369 8.0508  -0.19
H22 10.9525 6.1832 7.8024  0.28
H23 9.4177 7.1816 5.8099  0.35
H24 11.1003 6.7260 5.5894  0.25
H25 10.2636 9.0448 4.8174  0.30
H26 11.8499 8.7900 5.4860  0.37
N6 11.8607 9.9574 10.7428  -0.31
C23 12.4527 8.7488 10.7848  -0.09
C24 12.5400 7.8502 11.8917  -0.18
C25 13.2297 6.6454 11.8051  -0.67
C26 13.8457 6.2651 10.6325  -0.54
C27 13.7451 7.1194 9.5474  -0.42
C28 13.1056 8.3094 9.6472  -0.13
H27 12.0479 8.1149 12.8422  0.29
H28 13.2594 6.0713 12.7307  0.32
H29 14.4159 5.3301 10.6029  0.33
H30 14.2196 6.8341 8.6303  0.40
H31 13.0753 8.9418 8.7703  0.34

Spin multiplicity: 8
ΔE to the lowest compared entry with this formula, charge and spin, kJ/mol: 23.6
HOMO level (alpha / beta), Eh: -0.100 / -0.102
Total charge: -1
Gap between HOMO and LUMO (alpha / beta), eV: 5.01 / 5.07

=====

No. 2
Here is a structure of composition C12H18ClN2O2Re from OMol25. Energies are from the ωB97M-V functional and the def2-TZVPD basis.

Last column: natural (NBO) charge in e.
Positions of all 36 atoms, in Å:
Re1 0.3936 -0.2914 1.3853  1.64
C1 -0.8950 -3.5251 -1.0071  -0.72
C2 0.0290 -2.4672 -0.5388  0.62
O1 -0.5119 -1.5401 0.1988  -0.63
C3 1.4136 -2.4256 -0.8585  -0.29
C4 1.9868 -3.4842 -1.6102  -0.07
C5 3.3067 -3.4541 -1.9739  -0.18
C6 4.1037 -2.3629 -1.6237  -0.04
C7 3.5895 -1.2951 -0.8978  -0.26
C8 2.2697 -1.3345 -0.5137  0.39
O2 1.7744 -0.2437 0.1792  -0.59
H1 -1.9145 -3.2989 -0.7085  0.27
H2 -0.6023 -4.4812 -0.5608  0.30
H3 -0.8358 -3.6421 -2.0895  0.29
H4 1.3804 -4.3331 -1.8928  0.25
H5 3.7306 -4.2766 -2.5332  0.28
H6 5.1443 -2.3457 -1.9226  0.27
H7 4.2049 -0.4487 -0.6245  0.27
Cl1 0.2630 -0.1759 3.5655  -0.15
N1 -2.4631 3.7259 0.9751  -0.49
C9 -3.0155 2.4127 0.4936  -0.25
C10 -2.2066 1.2536 1.0575  -0.27
N2 -0.7435 1.3598 0.7193  -0.57
C11 -0.2167 2.6878 1.1901  -0.27
C12 -1.0066 3.8575 0.6227  -0.25
H8 -2.5988 3.8253 1.9871  0.45
H9 -2.9911 4.4970 0.5506  0.47
H10 -2.9870 2.4419 -0.5965  0.25
H11 -4.0554 2.3343 0.8090  0.29
H12 -2.5970 0.3202 0.6508  0.27
H13 -2.2825 1.2079 2.1462  0.24
H14 -0.6628 1.3406 -0.3027  0.43
H15 0.8244 2.7833 0.8805  0.27
H16 -0.2458 2.6760 2.2818  0.24
H17 -0.9505 3.9050 -0.4658  0.25
H18 -0.6321 4.7972 1.0274  0.29

Spin multiplicity: 2
ΔE to the lowest compared entry with this formula, charge and spin, kJ/mol: 0.0
HOMO level (alpha / beta), Eh: -0.690 / -0.689
Total charge: +3
Gap between HOMO and LUMO (alpha / beta), eV: 6.78 / 6.97

=====

No. 3
Here is a cluster of 2 separate species, H4NS in total from OMol25. Energies are from the ωB97M-V functional and the def2-TZVPD basis.

Last column: natural (NBO) charge in e.
Positions of all 6 atoms, in Å:
N1 -1.1020 -0.2621 0.8189  -1.11
H1 -0.4751 0.1999 0.1504  0.41
H2 -0.7564 0.1353 1.6880  0.33
H3 -0.9925 -1.2662 0.8350  0.35
S1 1.1165 0.9063 -2.0181  -1.07
H4 2.2095 0.2867 -1.4743  0.08

Spin multiplicity: 1
ΔE to the lowest compared entry with this formula, charge and spin, kJ/mol: 9.3
HOMO level, Eh: -0.093
Total charge: -1
Gap between HOMO and LUMO, eV: 7.20

=====

No. 4
Here is a structure of composition C44H51N8O3S4SiSr from OMol25. Energies are from the ωB97M-V functional and the def2-TZVPD basis.

Last column: Mulliken charge in e.
Positions of all 112 atoms, in Å:
Sr1 -0.4214 -0.0632 -0.0200  1.84
C1 -3.1735 4.8778 1.3719  -1.27
N1 -2.7820 3.5301 1.7204  0.29
C2 -3.2667 3.0085 2.9792  -1.13
C3 -1.8555 2.8055 1.0074  0.08
N2 -1.1599 1.8365 1.4632  0.56
N3 -1.7317 3.2233 -0.3094  0.11
C4 -0.8043 2.7892 -1.2570  0.44
N4 -1.2174 3.1105 -2.5426  -0.64
N5 0.3030 2.2599 -0.9272  -0.50
H1 -3.2835 5.4650 2.2857  0.44
H2 -4.1287 4.9114 0.8340  0.30
H3 -2.4065 5.3543 0.7653  0.43
H4 -2.6421 3.3064 3.8277  0.34
H5 -3.3065 1.9204 2.9350  0.26
H6 -4.2822 3.3709 3.1443  0.46
H7 -1.2377 1.7514 2.4681  -0.90
H8 -2.5554 3.6379 -0.7126  0.35
H9 -2.1465 2.7406 -2.7129  0.29
H10 -0.5735 2.7548 -3.2411  0.36
H11 0.8530 2.0425 -1.7607  -0.15
C5 1.5788 -0.6557 1.7003  -1.57
Si1 1.0931 -1.0378 3.3965  -0.09
C6 -0.3105 -2.3348 3.3396  -1.09
N6 -1.4373 -1.9558 2.4750  0.86
C7 -2.3884 -1.0963 3.1714  0.71
C8 -3.2318 -1.8087 4.2418  -1.00
C9 -3.6624 -3.2003 3.7538  -0.90
C10 -3.5649 -3.2668 2.2349  -0.52
C11 -2.1050 -3.0979 1.8257  0.44
C12 0.5458 0.5109 4.3747  0.66
C13 -0.2232 0.4341 5.5386  0.35
C14 -0.5920 1.5645 6.2522  -0.81
C15 -0.1896 2.8176 5.8143  -0.63
C16 0.5731 2.9246 4.6620  -0.35
C17 0.9319 1.7837 3.9552  -0.85
C18 2.3444 -1.8635 4.5855  0.80
C19 2.6997 -1.3664 5.8370  -0.10
C20 3.6328 -2.0081 6.6406  -0.70
C21 4.2337 -3.1790 6.2096  -0.41
C22 3.8984 -3.6976 4.9666  -0.70
C23 2.9711 -3.0424 4.1729  -0.54
H12 2.0352 -1.5292 1.2213  0.29
H13 2.3221 0.1459 1.6741  0.34
H14 -0.6403 -2.6722 4.3370  0.23
H15 0.1784 -3.2068 2.8923  0.73
H16 -3.0472 -0.6525 2.4237  0.22
H17 -1.8278 -0.2815 3.6278  -0.81
H18 -4.1097 -1.1893 4.4445  0.56
H19 -2.6894 -1.8874 5.1866  0.16
H20 -4.6691 -3.4430 4.1021  0.45
H21 -2.9959 -3.9613 4.1726  0.29
H22 -4.1762 -2.4871 1.7765  0.16
H23 -3.9297 -4.2255 1.8554  0.61
H24 -2.0236 -3.0086 0.7360  -1.08
H25 -1.5669 -4.0122 2.1020  0.53
H26 -0.5421 -0.5376 5.8990  0.51
H27 -1.1894 1.4683 7.1502  0.43
H28 -0.4711 3.7065 6.3667  0.38
H29 0.8869 3.8980 4.3059  0.43
H30 1.5037 1.8873 3.0424  0.20
H31 2.2468 -0.4504 6.1969  0.24
H32 3.8929 -1.5900 7.6053  0.37
H33 4.9632 -3.6820 6.8328  0.36
H34 4.3683 -4.6069 4.6129  0.38
H35 2.7456 -3.4506 3.1942  0.31
O1 -3.6290 -0.2695 0.2943  -0.41
C24 -3.5884 0.5386 -0.6398  -0.46
O2 -2.6349 0.7001 -1.4417  -0.37
H36 -4.4873 1.2087 -0.7929  0.29
O3 -0.7019 -1.9091 -1.3489  -1.00
S1 -2.1340 -2.1287 -1.7895  0.66
C25 -2.3620 -3.8965 -1.6569  -0.12
C26 -3.6385 -4.3659 -1.4029  -0.10
C27 -3.8399 -5.7333 -1.2834  -0.67
C28 -2.7669 -6.6023 -1.4003  -0.42
C29 -1.4886 -6.1127 -1.6356  -0.81
C30 -1.2777 -4.7514 -1.7667  -0.31
C31 -2.1242 -1.9962 -3.5698  0.46
C32 -3.3430 -2.0100 -4.2344  -0.49
C33 -3.3489 -1.8881 -5.6124  -0.83
C34 -2.1505 -1.7323 -6.3010  -0.51
C35 -0.9483 -1.6935 -5.6177  -0.51
C36 -0.9271 -1.8297 -4.2355  -0.07
H37 -4.4570 -3.6703 -1.2727  0.44
H38 -4.8310 -6.1153 -1.0796  0.42
H39 -2.9234 -7.6671 -1.2953  0.40
H40 -0.6531 -6.7949 -1.7140  0.42
H41 -0.2898 -4.3451 -1.9332  0.49
H42 -4.2697 -2.1037 -3.6832  0.44
H43 -4.2883 -1.8962 -6.1497  0.37
H44 -2.1608 -1.6208 -7.3774  0.39
H45 -0.0184 -1.5361 -6.1464  0.38
H46 -0.0074 -1.7600 -3.6735  0.19
S2 5.2380 -2.8182 -5.6722  -0.39
C37 4.3576 -1.4548 -5.2736  0.14
S3 2.7855 -1.5736 -4.5429  -0.08
C38 2.6717 0.1668 -4.4263  0.00
N7 3.7210 0.7735 -4.8885  -0.83
N8 4.6520 -0.1341 -5.3704  0.60
C39 5.8445 0.4801 -5.8547  0.40
C40 6.5542 -0.0260 -6.9391  -0.50
C41 7.6926 0.6359 -7.3734  -0.56
C42 8.1240 1.7915 -6.7443  -0.43
C43 7.4020 2.2937 -5.6714  -0.53
C44 6.2637 1.6474 -5.2253  -0.30
S4 1.2608 0.9119 -3.7967  -0.39
H47 6.2197 -0.9199 -7.4282  0.33
H48 8.2414 0.2385 -8.2175  0.35
H49 9.0145 2.3013 -7.0885  0.36
H50 7.7237 3.1993 -5.1735  0.34
H51 5.6846 2.0384 -4.4023  0.47

Spin multiplicity: 1
ΔE to the lowest compared entry with this formula, charge and spin, kJ/mol: 11.3
HOMO level, Eh: -0.164
Total charge: -1
Gap between HOMO and LUMO, eV: 6.57

=====

No. 5
Here is the molecule C5H9NO from OMol25. Energies are from the ωB97M-V functional and the def2-TZVPD basis.

Last column: natural (NBO) charge in e.
Positions of all 16 atoms, in Å:
H1 0.2746 2.2978 0.9322  0.33
N1 1.0223 1.7370 0.5211  -0.64
C1 0.6759 0.7022 -0.1294  0.35
C2 1.7583 -0.1900 -0.6899  -0.68
C3 -0.7845 0.2223 -0.6745  -0.48
C4 -1.5124 -0.9099 0.1673  -0.50
C5 -0.7620 -0.4520 1.3543  0.44
O1 0.3190 -0.8769 1.6919  -0.54
H2 2.6908 -0.1655 -0.1182  0.24
H3 1.4197 -1.2277 -0.7700  0.22
H4 1.9520 0.1991 -1.6951  0.22
H5 -0.5543 -0.1935 -1.6527  0.24
H6 -1.4635 1.0742 -0.7736  0.23
H7 -1.2668 -1.9349 -0.1309  0.23
H8 -2.6075 -0.8051 0.2563  0.23
H9 -1.1616 0.5229 1.7112  0.11

Structure (SMILES): [H]/N=C(/C)CCC=O
Spin multiplicity: 1
ΔE to the lowest compared entry with this formula, charge and spin, kJ/mol: 252.0
HOMO level, Eh: -0.348
Gap between HOMO and LUMO, eV: 10.35